Below is a molecular structure, C42H95N6NiO15, with properties calculated with the ωB97M-V functional and the def2-TZVPD basis.

Each line ends with the Mulliken charge.
Positions of all 159 atoms, in Å:
H 0.692 7.450 2.022  0.37
H 12.424 11.345 3.270  -0.11
C 1.140 8.444 2.013  -0.63
H 8.892 5.598 0.691  0.52
H 6.137 10.069 -3.107  -0.12
H 13.000 7.534 -0.978  0.24
C 15.752 9.202 -2.649  -0.93
C 16.478 14.064 -0.865  -0.85
H 4.722 12.167 -5.852  0.26
H 3.036 12.022 -0.594  0.25
H 4.737 9.142 -3.159  0.43
H 9.876 7.951 -4.867  0.24
H 9.184 15.613 -0.437  0.35
H 16.139 13.996 -1.899  0.31
H 5.608 16.971 -0.630  0.30
H 18.029 9.252 -1.326  0.33
N 10.986 10.523 -0.343  0.19
H 15.480 10.056 -2.032  0.15
C 6.452 17.549 -0.251  -0.99
H 5.854 11.387 1.143  -0.05
H 17.890 11.940 -2.111  0.33
H 17.543 11.739 -0.449  0.19
H 7.360 14.675 -3.742  0.22
C 10.605 6.503 -0.134  -0.53
H 2.365 10.295 3.775  0.16
C 13.482 5.646 -0.385  -0.99
H 13.916 12.177 3.830  0.38
O 20.072 14.336 -0.619  -0.56
C 10.858 12.862 -2.047  0.02
H 13.703 7.516 0.622  0.44
C 8.647 11.480 -0.338  -1.96
H 11.180 13.496 -2.873  0.71
H 10.091 8.914 -2.146  0.46
C 10.304 5.022 -3.406  0.26
C 6.310 12.497 -4.589  0.68
H 13.273 10.460 1.184  -0.26
H 8.644 13.679 -4.610  0.14
C 9.743 10.728 -1.110  3.22
C 17.263 8.568 -0.946  -0.94
C 6.337 17.016 -5.259  -0.54
H 12.544 12.140 4.866  0.38
H 7.562 8.813 2.211  0.34
H 2.474 7.836 0.525  0.32
H 17.844 7.776 -0.481  0.39
H 8.408 9.428 -2.311  0.06
H 10.793 11.088 -3.143  0.42
N 16.431 8.091 -2.030  0.23
H 8.958 8.840 -0.737  -0.23
H 3.787 13.615 -0.510  0.33
H 10.817 13.429 0.729  0.10
C 18.208 12.286 -1.123  -0.84
C 18.897 14.578 -0.805  0.08
Ni 10.976 8.164 2.207  0.55
H 18.514 15.614 -0.789  0.29
C 16.398 6.814 -2.410  0.13
H 9.768 6.712 -6.052  0.34
H 13.462 4.854 0.369  0.29
H 4.614 9.845 0.091  0.09
C 8.415 16.305 -0.832  0.10
C 5.388 9.714 -3.824  -0.48
H 14.703 8.929 -2.839  0.35
C 9.257 9.389 -1.630  -2.14
H 9.309 11.844 -3.004  -0.45
C 3.922 12.561 -0.265  -0.51
C 12.122 12.531 -1.304  -1.54
H 10.189 13.434 -1.399  -0.53
H 5.675 12.928 -3.806  0.24
H 0.744 10.580 4.485  0.32
C 7.332 15.935 1.375  -0.85
H 8.195 15.284 1.509  0.25
H 12.729 13.371 -0.958  0.54
C 7.765 14.326 -4.696  0.03
H 6.859 17.874 -4.823  0.24
H 5.942 8.935 -4.363  0.29
H 7.338 16.648 2.200  0.31
H 14.156 8.352 4.372  0.39
H 5.468 17.430 -5.772  0.27
H 14.545 5.839 -0.580  0.53
H 16.034 13.367 -0.152  0.18
C 1.289 10.220 3.610  -0.57
H 12.093 12.791 1.762  0.69
C 13.660 4.057 -2.123  -1.09
H 6.075 10.892 -5.992  0.39
H 7.501 5.881 -4.252  0.43
H 4.928 9.169 1.804  0.39
H 7.722 11.442 -0.916  0.44
H 7.981 5.651 -2.682  0.32
C 11.935 11.660 -0.049  2.51
H 15.551 6.539 -3.057  0.37
O 11.693 7.085 0.587  -0.23
C 13.527 9.153 3.957  0.03
H 8.537 6.904 -0.392  0.39
O 8.488 16.692 -1.980  -0.59
H 5.989 16.305 -4.503  0.22
H 12.734 12.029 -2.060  0.27
H 0.488 9.106 1.433  0.36
H 11.204 6.711 -5.042  0.33
H 13.446 4.101 -3.190  0.21
H 10.740 6.776 -1.187  0.25
H 10.550 12.012 1.659  0.26
O 4.000 12.387 1.177  -0.42
O 10.807 9.643 0.663  0.63
C 4.416 9.893 1.167  -0.16
H 16.664 9.198 -0.288  0.21
H 8.363 10.836 0.501  0.28
O 4.622 10.559 -4.632  -0.37
H 16.044 9.484 -3.661  0.37
C 7.727 7.775 1.914  -1.26
O 7.166 16.327 -6.135  -0.41
H 10.858 5.455 -0.318  0.86
O 0.962 8.879 3.355  -0.41
H 15.256 11.232 5.544  0.35
O 17.128 5.969 -1.900  -0.61
C 8.266 6.236 -3.554  -0.71
H 13.721 10.525 -0.505  0.21
H 13.035 3.294 -1.653  0.40
N 9.576 5.891 -4.118  0.14
H 7.597 7.203 2.836  0.42
H 14.733 4.049 -1.931  0.44
C 13.328 11.123 0.316  -1.63
H 5.994 18.097 0.578  0.38
C 5.422 11.495 -5.357  -0.66
H 8.073 7.293 -3.372  -0.01
H 6.762 18.396 -0.860  0.31
N 7.580 16.708 0.131  0.07
C 11.309 12.512 1.057  -1.84
H 11.354 4.908 -3.705  0.19
O 3.018 9.728 1.304  -0.24
H 4.864 12.298 -0.748  0.06
H 6.878 7.530 1.275  0.38
H 13.994 10.599 6.683  0.33
H 8.934 15.340 -6.283  0.39
H 3.109 7.862 2.190  0.28
H 5.024 11.247 2.629  0.49
C 12.986 7.005 -0.018  -0.57
H 16.353 15.057 -0.435  0.38
O 12.677 9.062 3.083  -0.68
H 7.070 11.926 -4.044  -0.44
H 15.306 9.636 6.000  0.34
O 9.901 4.420 -2.404  -0.63
H 13.997 11.881 0.725  0.43
N 13.790 10.336 4.563  0.21
H 19.240 11.979 -0.992  0.33
C 4.839 11.334 1.556  -0.23
O 6.805 13.564 -5.380  -0.42
C 13.068 11.548 4.117  -0.71
H 6.359 15.446 1.407  0.32
N 17.881 13.703 -0.876  0.15
C 10.132 6.907 -5.042  -0.90
H 8.773 16.232 -4.863  0.36
H 1.023 10.969 2.858  0.28
O 12.958 5.206 -1.621  0.16
C 9.179 6.620 0.443  -0.92
C 2.536 8.428 1.445  -0.39
C 8.200 15.558 -5.507  -0.72
C 14.571 10.410 5.779  -0.95
H 8.838 12.466 0.074  0.18
O 9.057 7.671 1.445  0.00
C 10.153 11.540 -2.379  -0.92

Calculated values
strongest force on any atom = 3.4 eV/A
HOMO level (alpha / beta) = -10.990 / -10.134 eV
LUMO level (alpha / beta) = -2.2 / -3.1 eV
HOMO-LUMO gap (alpha / beta) = 8.7663 / 7.0703 eV
net charge = +1
2S+1 = 3
DFT total energy = -125774.2216 eV